# 1
The following is a DFT calculation (the ωB97M-V functional and the def2-TZVPD basis) of C37H34AuN2OPS as an isolated structure at a distorted geometry.

For the orbital gap (spin up / spin down), the calculation gives 6.618 / 6.621 eV. The calculation puts the HOMO energy (spin up / spin down) at -7.39 / -7.39 eV. The calculation puts the largest force on an atom at 0.04113 Eh/bohr. The net charge is 0. The calculated total energy comes out at -67761.0841 eV.

The geometry in XYZ format:
```
77
Properties=species:S:1:pos:R:3:forces:R:3
Au 1.137900 0.306804 -0.877251 0.770 -1.938 -0.356
N -0.159524 1.733197 1.714122 0.037 -0.028 0.021
P 0.760294 0.293523 1.851286 -0.466 -0.115 1.102
C 0.914373 0.233188 3.698331 0.107 -0.003 -0.202
C 2.175710 0.004669 4.237555 -0.062 0.029 -0.061
C 2.341070 -0.146702 5.608587 0.030 -0.003 0.042
C 1.243073 -0.062949 6.449253 0.068 0.004 0.003
C -0.019070 0.179289 5.920556 -0.064 0.036 0.014
C -0.183670 0.317870 4.553017 0.045 -0.015 0.036
C -0.551112 -0.989789 1.750564 0.040 0.008 0.042
C -1.885652 -0.723738 1.474269 0.024 0.010 -0.057
C -2.809763 -1.758808 1.442731 -0.044 -0.044 0.005
C -2.409414 -3.064140 1.678959 -0.076 -0.047 0.013
C -1.079575 -3.339652 1.961653 0.076 0.026 0.032
C -0.161199 -2.304611 2.001899 0.083 0.076 -0.052
C 0.026515 2.761229 0.814942 0.097 0.183 -0.235
C -0.739709 3.929100 0.936345 -0.042 0.065 0.053
C -0.562005 4.946648 0.027559 0.043 -0.146 0.046
C 0.392341 4.803353 -0.976133 0.008 0.093 0.025
C 1.102514 3.625504 -1.022975 0.104 0.018 -0.107
N 0.923891 2.615583 -0.166435 -0.367 -0.138 0.333
H -0.839588 1.915384 2.435779 -0.052 0.113 -0.033
H 3.029434 -0.067209 3.572072 0.018 0.012 0.035
H 3.326485 -0.332559 6.016417 -0.007 -0.006 0.006
H 1.366894 -0.194356 7.516380 -0.002 0.025 0.003
H -0.876595 0.245326 6.578331 -0.003 -0.017 -0.010
H -1.181438 0.455636 4.149180 -0.015 -0.023 0.005
H -2.203687 0.290029 1.267272 0.009 0.006 -0.071
H -3.851118 -1.555122 1.229283 0.001 0.066 -0.038
H -3.136930 -3.864985 1.647352 0.013 -0.007 -0.006
H -0.755772 -4.353659 2.158587 -0.028 -0.008 -0.014
H 0.877033 -2.511831 2.243935 0.001 -0.061 0.014
H -1.464940 4.012486 1.735904 -0.004 0.001 -0.005
H -1.160068 5.845636 0.095872 0.006 0.012 0.018
H 0.568687 5.588473 -1.696428 0.035 -0.045 -0.036
H 1.857527 3.459655 -1.782463 -0.037 -0.026 -0.029
C 4.733182 -2.132960 0.155980 -0.055 -0.013 -0.125
C 3.937178 -1.195321 -0.783081 0.455 -0.498 0.368
C 3.862573 -1.838166 -2.186538 -0.439 -0.008 0.015
C 2.513395 -1.092818 -0.348511 0.138 1.990 -0.531
C 4.668876 0.150771 -0.823801 -0.189 0.085 -0.086
C 5.693905 0.390040 -1.734570 -0.027 -0.028 -0.034
C 6.401515 1.583584 -1.718972 0.062 0.006 -0.011
C 6.101179 2.566599 -0.790325 0.005 0.020 -0.008
C 5.078369 2.345536 0.119116 -0.017 -0.005 0.036
C 4.378481 1.148842 0.104732 0.041 -0.099 0.035
H 4.284060 -3.128557 0.162447 0.013 -0.008 0.009
H 4.735456 -1.746299 1.176539 0.021 0.018 -0.005
H 5.768340 -2.219210 -0.178223 0.000 0.001 0.032
H 3.285850 -2.763799 -2.141424 0.027 -0.025 -0.053
H 4.857097 -2.077923 -2.555783 0.040 -0.037 0.076
H 3.364075 -1.160497 -2.878910 0.046 -0.033 -0.048
H 2.166675 -1.891562 0.310125 0.135 -0.228 -0.061
H 5.959549 -0.351130 -2.476243 -0.024 -0.005 0.008
H 7.192957 1.741055 -2.440784 0.005 0.002 0.009
H 6.665327 3.490077 -0.769216 -0.038 0.019 -0.031
H 4.817579 3.105422 0.845517 0.032 -0.014 0.014
H 3.597332 0.987655 0.834112 -0.123 0.009 0.023
C -7.160189 -2.971117 -3.778517 -0.024 -0.115 -0.037
C -7.937773 -1.852579 -4.422918 0.101 0.081 0.155
O -8.895194 -2.029551 -5.125706 0.002 -0.035 0.031
S -7.506069 -0.146586 -4.041762 0.058 0.057 -0.036
C -5.830423 -0.180810 -3.437706 -0.242 -0.118 -0.190
C -5.539744 0.228473 -2.143068 0.003 -0.021 0.023
C -4.224546 0.266771 -1.711694 0.025 0.017 -0.058
C -3.176988 -0.118586 -2.554826 -0.031 -0.062 -0.011
C -3.487031 -0.545007 -3.851771 -0.074 0.010 0.002
C -4.796787 -0.552790 -4.293521 0.030 0.005 0.028
C -1.821675 -0.041022 -2.113720 0.176 0.036 -0.073
C -0.661174 0.096954 -1.777880 -0.536 0.767 -0.075
H -6.911933 -3.723307 -4.526989 -0.040 0.049 -0.044
H -7.819472 -3.441939 -3.047035 -0.024 0.031 -0.015
H -6.259915 -2.637345 -3.279597 0.086 0.029 0.050
H -6.343366 0.522532 -1.479838 0.001 -0.003 -0.004
H -3.986723 0.614303 -0.716282 -0.005 -0.008 0.063
H -2.688347 -0.846981 -4.515492 0.028 0.023 0.020
H -5.028487 -0.845202 -5.310140 0.013 -0.007 0.001
```
Positions in Å, forces in eV/Å.

---

# 2
The following is a DFT calculation (the ωB97M-V functional and the def2-TZVPD basis) of C37H34CdCl3N4P2S5 as an isolated structure at a distorted geometry.

For the orbital gap (spin up / spin down), the calculation gives 5.898 / 5.850 eV. The calculation puts the HOMO energy (spin up / spin down) at -3.79 / -4.25 eV. The calculation puts the largest force on an atom at 0.03604 Eh/bohr. The net charge is -1. The calculated total energy comes out at -159767.9011 eV.

The geometry in XYZ format:
```
86
Properties=species:S:1:pos:R:3:forces:R:3
Cd -2.066400 -0.606201 0.996103 0.081 -0.982 -0.815
C -6.806569 1.597135 0.829592 0.372 -0.087 0.440
S -5.887336 1.945445 2.359314 -0.311 0.135 -0.049
C -4.411653 1.017677 2.040252 -0.016 -0.260 0.035
S -4.553737 -0.515716 1.273997 0.111 -0.276 -0.153
N -3.363159 1.599911 2.500089 -0.591 1.390 0.657
N -2.144361 1.170691 2.189421 0.792 0.295 0.684
C -1.173487 1.786637 2.840790 -1.025 -0.031 -0.077
C 0.192432 1.801679 2.583904 0.470 -0.238 -0.129
C 0.974801 2.590428 3.468623 0.239 0.137 0.138
C 2.323039 2.715989 3.378936 -0.216 -0.069 -0.041
C 2.983884 1.977895 2.360914 -0.036 -0.157 -0.177
C 2.238436 1.235941 1.511831 0.827 0.229 -0.129
N 0.878608 1.147723 1.536432 -0.488 0.185 0.752
H -7.738457 2.146144 0.896516 -0.141 0.089 -0.006
H -6.989636 0.529527 0.770529 -0.143 -0.014 -0.167
H -6.217613 1.937413 -0.018357 -0.088 -0.023 -0.106
H -1.493877 2.428079 3.661361 0.040 0.030 -0.139
H 0.435071 3.094601 4.254387 -0.076 0.081 0.066
H 2.881636 3.335273 4.063594 -0.023 0.034 0.087
H 4.057358 1.993799 2.259727 0.050 -0.079 -0.066
H 2.714229 0.651684 0.740870 -0.070 0.096 0.115
S -0.519474 -2.524524 -0.206349 -0.675 -0.268 -0.264
P 0.909912 -1.182933 0.051152 0.341 -0.240 0.590
C 0.177961 0.397252 0.527735 0.671 -0.381 -1.650
P -0.266994 1.534026 -0.875101 -0.169 0.228 -0.151
S -2.029655 2.343435 -0.675161 -0.254 0.182 0.088
C 1.063195 2.792534 -0.873424 -0.162 -0.231 0.120
C 2.200835 2.646934 -1.660896 -0.135 -0.096 0.028
C 3.246170 3.541191 -1.537568 0.163 0.063 -0.036
C 3.154456 4.590421 -0.636533 0.091 0.037 -0.035
C 2.007790 4.760726 0.120956 0.035 0.077 0.045
C 0.963311 3.860448 0.010721 -0.054 -0.028 -0.105
C -0.214022 0.921430 -2.605826 0.015 -0.117 0.308
C -0.157664 1.923641 -3.576137 0.060 0.043 0.035
C -0.245180 1.603334 -4.915817 0.036 0.103 -0.036
C -0.397230 0.280691 -5.304597 -0.031 -0.088 -0.032
C -0.510707 -0.706537 -4.344000 -0.021 -0.030 -0.142
C -0.439079 -0.388047 -2.997373 0.023 0.127 0.033
C 1.897376 -1.859164 1.418766 -0.047 0.190 -0.203
C 2.823802 -2.852247 1.112515 0.039 0.137 -0.064
C 3.404433 -3.587401 2.127729 0.048 -0.112 0.053
C 3.069105 -3.331960 3.447538 0.058 -0.005 -0.037
C 2.146785 -2.346543 3.752206 0.051 0.072 0.138
C 1.546208 -1.620628 2.741459 0.066 0.109 -0.065
C 2.075817 -1.299122 -1.385910 -0.293 0.110 0.212
C 1.892862 -2.341154 -2.289406 0.037 0.000 0.102
C 2.779693 -2.529777 -3.332486 0.100 -0.089 -0.075
C 3.857778 -1.675631 -3.496172 -0.013 -0.004 -0.092
C 4.038230 -0.628796 -2.611872 0.139 0.043 0.004
C 3.160025 -0.447662 -1.559078 -0.024 -0.017 0.137
H 2.258018 1.833839 -2.372321 0.038 0.040 -0.003
H 4.133458 3.421725 -2.146050 0.029 0.008 -0.024
H 3.979162 5.280018 -0.533378 0.062 0.104 0.002
H 1.930206 5.600397 0.795653 -0.013 0.035 0.116
H 0.060875 3.979675 0.596746 -0.048 0.009 0.016
H -0.063666 2.956667 -3.268801 0.009 0.032 -0.052
H -0.205154 2.385717 -5.660880 0.032 0.061 -0.028
H -0.448179 0.028265 -6.354350 -0.030 -0.027 -0.073
H -0.669720 -1.733392 -4.637921 -0.038 -0.110 -0.011
H -0.583192 -1.162867 -2.260888 -0.020 -0.036 -0.030
H 3.071163 -3.065698 0.081992 0.034 -0.043 -0.016
H 4.091902 -4.384979 1.881994 0.098 -0.011 0.000
H 3.501806 -3.921694 4.240666 0.045 -0.065 0.108
H 1.835955 -2.183709 4.770702 0.004 -0.004 0.110
H 0.781477 -0.900031 2.989021 -0.007 0.034 0.054
H 1.050985 -3.005221 -2.149294 -0.009 -0.032 -0.061
H 2.639437 -3.355671 -4.013884 -0.055 -0.066 -0.076
H 4.555396 -1.821718 -4.307813 0.036 -0.032 -0.085
H 4.874317 0.046620 -2.726980 0.060 0.046 -0.024
H 3.346924 0.374159 -0.887582 -0.012 0.024 0.022
C -4.862171 -0.494226 -2.161020 0.236 -0.483 -0.088
S -3.460914 -1.629247 -1.968483 -0.205 0.060 0.039
C -4.343772 -3.072060 -1.303886 0.195 0.519 -0.239
H -5.386937 -0.414573 -1.212241 0.012 0.103 -0.016
H -5.520546 -0.869501 -2.940943 -0.108 0.106 -0.100
H -4.441814 0.467607 -2.438636 -0.022 0.120 -0.015
H -4.995160 -3.479140 -2.075606 -0.029 -0.128 0.078
H -4.922007 -2.768356 -0.433735 -0.017 -0.094 0.075
H -3.584413 -3.796843 -1.020570 -0.050 -0.093 0.035
Cl -0.069920 -5.106724 3.414953 -0.026 -0.021 -0.118
C -1.243105 -4.020116 4.069535 -0.062 -1.253 0.250
Cl -0.105399 -3.231801 6.027991 0.141 0.152 0.502
Cl -2.636253 -4.757573 4.777467 -0.064 -0.047 -0.035
C -1.463249 -2.861737 3.377774 -0.115 1.789 -0.470
N -1.574459 -1.793504 2.924871 0.048 -0.999 0.331
```
Positions in Å, forces in eV/Å.

---

# 3
The following is a DFT calculation (the ωB97M-V functional and the def2-TZVPD basis) of C37H34FN7O3Y as an isolated structure.

For the orbital gap, the calculation gives 6.994 eV. The calculation puts the HOMO energy at -10.22 eV. The calculation puts the largest force on an atom at 0.00685 Eh/bohr. The net charge is +1. The calculated total energy comes out at -59255.6057 eV.

The geometry in XYZ format:
```
83
Properties=species:S:1:pos:R:3:forces:R:3
Y -0.046286 -1.116513 0.546514 0.152 0.205 0.242
N 4.281393 -2.720481 1.357839 -0.002 0.074 -0.030
C 3.193540 -1.977685 1.144434 0.012 -0.062 -0.002
N 1.974220 -2.422045 1.243451 0.299 0.043 0.062
C 1.776885 -3.704403 1.747160 -0.251 0.028 0.020
N 0.624030 -4.063515 2.208991 0.112 -0.061 -0.021
N -0.286479 -3.027322 2.136324 -0.185 -0.033 -0.002
C -1.329902 -3.157587 2.852383 0.100 -0.102 -0.069
C -2.309485 -2.069547 2.867475 -0.103 0.093 -0.005
C -3.489291 -2.195782 3.580284 0.037 0.009 -0.027
C -4.398935 -1.147652 3.560072 0.004 0.006 -0.005
C -4.090590 -0.017564 2.829057 0.003 0.015 -0.006
C -2.883805 0.028003 2.142600 0.037 -0.001 -0.011
N -1.999522 -0.966047 2.158951 -0.232 -0.044 0.021
C 2.907384 -4.622502 1.794867 0.108 -0.017 -0.003
C 2.767400 -5.988123 2.049378 0.028 -0.014 0.001
C 3.884497 -6.792420 2.117425 -0.007 -0.006 -0.001
C 5.155878 -6.243836 1.942030 0.003 0.015 -0.002
C 5.314590 -4.895927 1.692689 -0.002 0.014 -0.004
C 4.183899 -4.089859 1.615405 -0.068 -0.112 0.018
H 5.189379 -2.288147 1.287555 -0.010 -0.009 0.002
H 3.333280 -0.932383 0.889284 0.007 0.017 0.004
H -1.496126 -4.050570 3.450239 0.030 0.006 0.019
H -3.691616 -3.102812 4.132996 0.012 -0.010 0.001
H -5.330920 -1.220157 4.103890 -0.003 0.003 0.000
H -4.766445 0.823683 2.776134 -0.007 -0.002 0.006
H -2.612400 0.887163 1.544262 -0.015 0.003 -0.002
H 1.775514 -6.392750 2.191831 -0.015 0.017 -0.002
H 3.778218 -7.850652 2.310180 -0.002 -0.003 0.000
H 6.028142 -6.880506 1.999242 0.007 0.003 0.002
H 6.299217 -4.467745 1.553867 0.010 -0.002 0.001
C 1.555971 -2.656433 -2.018596 0.000 -0.026 -0.001
N 1.063363 -1.295718 -1.754668 0.007 0.026 -0.162
C 2.140331 -0.335426 -2.018039 0.034 0.012 0.010
C -0.054589 -1.007768 -2.688724 0.001 0.032 -0.008
C -1.266827 -1.853478 -2.389533 -0.020 -0.003 0.111
C -2.060976 -2.325507 -3.425954 0.009 0.024 -0.016
C -3.207288 -3.054315 -3.138663 -0.016 -0.015 -0.036
C -3.545021 -3.302973 -1.818194 -0.024 0.018 0.021
C -2.729869 -2.824486 -0.795918 0.009 -0.095 -0.031
C -1.560648 -2.095374 -1.036221 -0.155 -0.103 -0.052
H 1.850388 -2.763753 -3.069817 -0.007 0.012 0.001
H 0.771863 -3.380958 -1.803008 0.007 -0.003 0.001
H 2.424456 -2.868442 -1.396230 0.002 0.007 0.008
H 2.482594 -0.402101 -3.058256 -0.013 -0.013 0.004
H 2.990022 -0.527073 -1.363988 -0.008 0.007 0.015
H 1.786634 0.678171 -1.831992 0.005 0.006 -0.004
H 0.293357 -1.140438 -3.722734 -0.012 -0.010 0.006
H -0.303362 0.051356 -2.563166 0.001 -0.001 -0.021
H -1.792825 -2.130354 -4.459265 0.011 0.008 -0.004
H -3.827683 -3.428480 -3.942873 -0.005 -0.003 0.001
H -4.438244 -3.871902 -1.589373 -0.004 0.000 0.014
H -3.028866 -3.046819 0.227895 -0.010 -0.012 -0.003
C 0.422862 6.830265 0.901937 0.012 0.013 0.001
C 0.825978 6.176936 -0.413161 -0.001 0.017 -0.005
C 0.278625 6.884410 -1.644031 0.011 0.004 0.003
C -1.241002 6.816042 -1.674848 -0.001 0.019 -0.005
C -1.714402 5.398119 -1.502583 -0.026 -0.022 -0.003
C -2.952838 5.005986 -1.955414 0.010 -0.019 0.008
C -3.374058 3.685772 -1.810795 0.005 -0.025 0.016
F -4.588148 3.358906 -2.274680 0.002 0.002 0.000
C -2.590623 2.729902 -1.232161 -0.029 0.037 -0.023
C -1.324324 3.103364 -0.758858 -0.009 0.008 0.005
C -0.474583 2.088130 -0.144530 -0.038 0.027 -0.039
O -0.942321 0.918104 -0.018908 0.144 0.011 0.009
C 0.818917 2.507643 0.253509 0.014 -0.031 0.020
C 1.161469 3.830795 0.100388 0.018 -0.015 0.012
N 0.375629 4.765422 -0.425811 0.036 -0.001 0.002
C -0.889459 4.430099 -0.890456 -0.044 -0.049 -0.020
C 1.880562 1.603633 0.838521 0.007 0.060 -0.069
O 2.976290 2.070514 1.106831 0.005 0.015 -0.025
O 1.547501 0.370365 0.987211 0.004 -0.005 0.032
H 0.739567 7.873001 0.913012 0.005 0.008 -0.003
H 0.893298 6.322539 1.743700 0.003 -0.007 0.006
H -0.656779 6.797345 1.048947 -0.010 -0.005 0.000
H 1.913434 6.136194 -0.480810 -0.007 0.006 0.007
H 0.690834 6.412119 -2.538699 -0.006 -0.003 -0.002
H 0.618470 7.919805 -1.636699 0.007 -0.002 0.005
H -1.621273 7.211504 -2.616790 0.003 0.000 0.004
H -1.664768 7.442012 -0.885148 0.005 0.000 0.000
H -3.612551 5.712628 -2.442573 0.007 0.019 -0.002
H -2.918321 1.702964 -1.151343 0.005 -0.009 0.003
H 2.143573 4.143436 0.434749 0.000 0.006 -0.002
```
Positions in Å, forces in eV/Å.